Record 1
29
Properties=species:S:1:pos:R:3:mulliken_charge:R:1 method="wB97M-V/def2-TZVPD" charge=-1 multiplicity=1 relative_energy_kj_mol=0.0
N 6.00736 0.62078 1.15015 -0.724
C 5.35808 1.68232 0.89194 0.001
C 4.24758 2.25151 1.75964 -0.725
N 3.25406 1.27337 2.10751 -0.586
C 1.95372 1.62539 1.63949 -0.282
C 1.24068 0.34916 1.34742 0.387
O 0.87726 -0.50029 2.08602 -0.511
F 0.97082 0.16209 0.01158 -0.276
H 5.58576 0.19592 1.98128 0.322
H 5.61944 2.22212 -0.02431 0.364
H 3.84819 3.14766 1.25692 0.361
H 4.76749 2.61523 2.66976 0.263
H 1.29805 2.17744 2.36005 0.147
H 1.95199 2.21847 0.70867 0.269
O -5.05185 -0.86271 -0.70457 -0.649
S -4.22864 -1.46628 -1.70917 1.212
O -4.16069 -2.89281 -1.79510 -0.616
O -2.78294 -0.84743 -1.64638 -0.283
C -2.08722 -0.81981 -0.36288 -0.224
C -1.53117 -2.16625 0.03742 -0.989
C -4.66718 -0.82640 -3.28994 -0.938
H -2.75993 -0.41628 0.39432 0.308
H -1.27936 -0.11112 -0.50699 0.174
H -2.32504 -2.88194 0.25237 0.393
H -0.91365 -2.04225 0.92671 0.366
H -0.91446 -2.57571 -0.76214 0.260
H -4.70339 0.25725 -3.23155 0.304
H -5.64639 -1.23160 -3.53417 0.364
H -3.92859 -1.15783 -4.01405 0.309

=====

Record 2
16
Properties=species:S:1:pos:R:3:mulliken_charge:R:1 method="wB97M-V/def2-TZVPD" multiplicity=1 relative_energy_kj_mol=224.5
C -1.66729 1.39016 -0.59223 -1.093
C -0.36227 0.78052 -1.11574 -0.369
C 0.48042 0.19703 -0.05706 0.728
O 0.71395 1.04863 0.98535 -0.541
C 0.98639 -1.88208 1.17545 -1.074
C 0.85308 -1.06495 -0.08577 -0.587
H -2.17575 1.87359 -1.43027 0.327
H -1.46962 2.14631 0.17257 0.297
H -2.35380 0.64697 -0.16581 0.301
H 0.24437 1.54801 -1.58475 0.268
H -0.58165 -0.01323 -1.83842 0.234
H 1.48843 0.75219 1.48263 0.325
H 1.08518 -1.28902 2.08962 0.256
H -0.00295 -2.39947 1.25618 0.254
H 1.97579 -2.08058 0.71162 0.331
H 0.78572 -1.65408 -1.00336 0.344

=====

Record 3
180
Properties=species:S:1:pos:R:3:mulliken_charge:R:1 method="wB97M-V/def2-TZVPD" multiplicity=1
C 0.43855 -1.50718 6.29808 -1.379
C -0.02569 -0.95422 4.92018 -0.139
C -0.03900 -2.09846 3.89050 0.260
Cl -1.05623 -3.47628 4.44777 -0.224
Si -0.52444 -1.55913 2.13471 -0.538
N -2.22970 -1.44072 1.90895 0.197
C -2.84625 -2.48707 1.49907 0.343
C -2.66401 -3.09507 0.12585 -1.191
C -3.87498 -3.13568 2.42241 -1.256
O 0.33614 -0.19516 1.68818 0.780
Si -0.52650 1.19963 1.37732 -0.423
S -1.84980 1.70430 3.01647 -0.462
C -1.44528 1.11608 -0.27869 0.251
C -2.52467 2.22590 -0.30061 -0.851
O -2.66079 2.80234 -1.59023 -0.279
C -3.98762 3.24310 -1.86063 -0.522
C -4.17693 4.75535 -1.74761 -1.091
O -4.19851 5.28050 -0.41742 -0.587
C -5.14994 4.68618 0.38911 0.151
C -6.51166 4.74991 0.17222 -1.066
C -7.38894 4.09269 0.99695 -0.596
C -6.96729 3.33493 2.08502 -0.168
C -8.00101 2.56751 2.96670 2.947
C -7.21356 1.52445 3.77634 -2.311
C -8.55161 3.64178 3.94332 -1.654
C -9.07250 2.00180 1.98788 -2.101
C -9.75785 0.65715 2.33805 2.452
C -10.37611 0.57959 3.76101 -1.683
C -8.88624 -0.58979 2.00584 -1.713
C -10.97601 0.55397 1.35983 -1.965
C -5.59930 3.32200 2.31156 0.076
C -4.71267 3.97890 1.48611 -0.531
C 0.69928 2.63493 1.24952 -0.741
C 2.03320 2.03987 0.69501 0.203
C 3.07431 3.09181 0.31219 -0.790
O 3.14137 2.21382 1.51797 -0.464
H 1.33127 -2.13713 6.20821 0.308
H 0.63862 -0.67984 6.99182 0.419
H -0.35303 -2.09805 6.77226 0.351
H -1.02906 -0.54725 5.08983 0.193
H 0.69831 -0.17815 4.64889 0.069
H 0.99441 -2.46870 3.81109 0.330
H -0.05036 -2.65827 1.26107 -0.273
H -1.73225 -2.77866 -0.35218 0.233
H -3.47200 -2.68538 -0.50333 0.339
H -2.75220 -4.18572 0.12540 0.434
H -3.66482 -4.19366 2.59723 0.333
H -3.92007 -2.57008 3.35448 0.275
H -4.85612 -2.99701 1.93500 0.388
H -1.70036 3.04799 3.04408 0.140
H -1.89341 0.11211 -0.30227 0.411
H -0.76511 1.22291 -1.13362 0.359
H -3.44662 1.80084 0.11191 0.423
H -2.16779 3.02091 0.37940 -0.060
H -4.74855 2.66594 -1.31432 0.527
H -4.16912 3.00107 -2.92192 0.484
H -3.30897 5.21407 -2.24094 0.500
H -5.05489 5.06271 -2.33746 0.357
H -6.88493 5.32781 -0.67386 0.450
H -8.45210 4.17575 0.77576 0.487
H -6.49566 2.06751 4.40410 0.646
H -7.81938 0.92839 4.46463 0.248
H -6.61351 0.84921 3.15437 0.451
H -9.35811 3.21641 4.55436 0.392
H -8.90576 4.53708 3.42405 0.377
H -7.74618 3.89650 4.64398 0.401
H -9.88434 2.74851 1.94372 0.305
H -8.71185 1.91406 0.95582 0.716
H -9.74557 -0.02540 4.42295 0.364
H -10.62025 1.55676 4.18445 0.181
H -11.32203 0.02415 3.68459 0.489
H -8.29864 -0.32172 1.11443 0.315
H -8.17141 -0.79640 2.80882 0.317
H -9.51273 -1.45088 1.75942 0.441
H -11.74150 1.26569 1.70240 0.473
H -11.44077 -0.43663 1.44625 0.500
H -10.69643 0.76824 0.32188 0.360
H -5.15446 2.78029 3.14095 0.252
H -3.64630 3.94692 1.68666 0.397
H 0.98195 3.00578 2.24066 0.701
H 0.38916 3.41391 0.54756 0.133
H 1.97182 1.14865 0.06623 0.444
H 2.88063 4.10717 0.64910 0.254
H 3.99964 2.79330 -0.17163 0.391
C 5.15493 0.99469 3.01306 -0.583
O 6.05979 -0.10104 3.22491 -0.334
C 6.79221 -0.41926 2.16288 0.762
O 6.75605 0.11927 1.08724 -0.549
O 7.58029 -1.44858 2.49479 -0.338
C 8.42755 -1.90048 1.43769 -0.763
H 4.61970 1.15442 3.94589 0.279
H 5.70285 1.90226 2.76447 0.300
H 4.44106 0.75669 2.23838 0.278
H 9.10612 -1.10816 1.12439 0.350
H 7.83674 -2.25322 0.59380 0.348
H 9.01397 -2.73061 1.82383 0.237
C 1.56216 -7.04794 -2.88411 -0.663
O 1.34955 -6.32082 -1.67431 -0.325
C 2.18543 -5.29231 -1.50062 0.717
O 3.05828 -4.95952 -2.25843 -0.543
O 1.88190 -4.70448 -0.34565 -0.182
C 2.70142 -3.57695 -0.02469 -0.613
H 0.82835 -7.84953 -2.90823 0.228
H 1.41178 -6.40585 -3.75074 0.299
H 2.56046 -7.48289 -2.90159 0.293
H 2.59372 -2.79686 -0.77772 0.331
H 3.74423 -3.87242 0.07387 0.382
H 2.36077 -3.18646 0.92989 0.037
C -11.89567 5.57888 -3.87668 -0.653
O -10.93831 5.75744 -2.83196 -0.267
C -10.34499 6.95219 -2.83234 0.724
O -10.55114 7.84320 -3.61279 -0.545
O -9.48245 6.98534 -1.81499 -0.210
C -8.76911 8.21684 -1.69260 -0.727
H -12.30328 4.57725 -3.76825 0.212
H -12.70516 6.30130 -3.78423 0.297
H -11.42010 5.66265 -4.85264 0.295
H -9.45428 9.04369 -1.51265 0.339
H -8.17019 8.40454 -2.58259 0.337
H -8.10221 8.12330 -0.83901 0.202
C -2.62989 0.46794 -3.65650 -0.244
O -2.97421 -0.89955 -3.90202 -0.342
C -4.25329 -1.08897 -4.21925 0.737
O -5.09471 -0.23295 -4.30813 -0.561
O -4.44273 -2.39533 -4.41996 -0.342
C -5.78227 -2.74530 -4.76964 -0.642
H -1.57243 0.49846 -3.40924 0.173
H -2.79679 1.07237 -4.54763 0.403
H -3.19454 0.86025 -2.81762 -0.043
H -6.07389 -2.26635 -5.70306 0.295
H -6.47184 -2.47469 -3.97125 0.300
H -5.80560 -3.82351 -4.90485 0.223
C 0.61862 6.79876 -5.97339 -0.645
O -0.21985 6.44624 -4.87242 -0.343
C 0.33978 5.59662 -4.00909 0.638
O 1.44581 5.13189 -4.09230 -0.545
O -0.54172 5.35282 -3.03859 -0.148
C -0.07510 4.45081 -2.03502 -0.473
H 0.05443 7.48764 -6.59656 0.223
H 1.52195 7.29707 -5.62495 0.295
H 0.87236 5.91794 -6.56124 0.293
H 0.80254 4.85636 -1.53009 0.516
H 0.14903 3.47678 -2.46822 0.308
H -0.87366 4.33194 -1.31035 -0.032
C 11.46228 -5.67352 -2.86172 -0.646
O 11.26021 -4.90418 -1.67364 -0.311
C 12.19413 -3.98255 -1.45371 0.786
O 13.15030 -3.76392 -2.15275 -0.595
O 11.88905 -3.34178 -0.32535 -0.264
C 12.81458 -2.31544 0.03624 -0.660
H 10.64124 -6.38232 -2.92605 0.210
H 11.44559 -5.03291 -3.74190 0.301
H 12.40044 -6.22366 -2.80830 0.295
H 12.85092 -1.54247 -0.73013 0.331
H 13.80599 -2.73358 0.20518 0.293
H 12.45665 -1.87495 0.96313 0.194
C 6.41707 -3.73687 4.52937 -0.324
O 6.21559 -5.14925 4.40983 -0.370
C 5.28768 -5.49492 3.51939 0.791
O 4.64127 -4.73681 2.84459 -0.502
O 5.19789 -6.82519 3.50279 -0.336
C 4.23090 -7.33372 2.58206 -0.606
H 7.18968 -3.58721 5.27865 0.290
H 6.75541 -3.31297 3.58514 0.044
H 5.50404 -3.24512 4.86131 0.259
H 4.48487 -7.04994 1.56154 0.270
H 3.23273 -6.98130 2.83792 0.289
H 4.25318 -8.41737 2.66208 0.234
C 16.14749 -3.15435 -2.50029 -0.499
O 17.05794 -4.08122 -3.10443 -0.332
C 17.01105 -4.10689 -4.43384 0.784
O 16.29474 -3.43869 -5.13210 -0.539
O 17.90177 -5.00674 -4.86280 -0.324
C 17.95964 -5.13980 -6.28223 -0.626
H 16.28467 -3.22730 -1.42384 0.187
H 16.37476 -2.13543 -2.81360 0.329
H 15.11608 -3.40710 -2.73993 0.289
H 18.25534 -4.19956 -6.74544 0.289
H 17.00112 -5.47355 -6.67718 0.292
H 18.71241 -5.89261 -6.50200 0.216

=====

Record 4
11
Properties=species:S:1:pos:R:3:mulliken_charge:R:1 method="wB97M-V/def2-TZVPD" charge=+1 multiplicity=1 relative_energy_kj_mol=94.9
C 0.50453 -0.79444 -0.02523 -0.500
C 1.94294 -0.43595 0.02127 -0.028
C -0.14358 0.35255 0.03919 -0.139
N -1.62167 0.42710 -0.01918 -0.254
O 2.11682 0.74373 -0.02838 -0.439
H 0.10829 -1.78981 -0.10414 0.363
H 2.72259 -1.19549 0.10450 0.381
H 0.31774 1.32065 0.13191 0.477
H -1.91489 0.82194 -0.92608 0.383
H -1.97948 1.05254 0.71945 0.389
H -2.05329 -0.50282 0.08670 0.367

=====

It is found that the DFT total energy values, taken in the order of the records, are -1183.618531; -271.667114; -5599.828409; -247.579950 hartree.
It is found that the gap between HOMO and LUMO values, taken in the order of the records, are 4.69; 8.91; 8.90; 9.87 eV.